Record 1
This record from the OMol25 dataset describes a structure of composition C42H65HfN5O10 in a non-equilibrium geometry. The level of theory is ωB97M-V/def2-TZVPD.

The geometry in XYZ format:
```
123
Properties=species:S:1:pos:R:3:mulliken_charge:R:1
Hf -0.1181 -0.8993 -1.3888 1.676
C 3.1385 -6.2191 1.2314 -1.559
C 1.8658 -5.8296 1.8032 1.755
C 1.5025 -6.5409 3.1279 -1.388
C 2.0871 -6.1356 4.4740 -0.859
C 2.1906 -4.6330 4.6846 -1.270
C 2.4446 -3.7576 3.3744 2.039
N 1.7580 -4.3151 2.2158 0.374
O 1.8749 -3.4025 1.0756 -0.587
C 3.9588 -3.8028 3.1922 -1.982
C 2.0474 -2.3122 3.7868 -2.026
C 0.7154 -6.1718 0.8848 -1.859
H 3.9116 -6.1239 1.9938 0.354
H 3.4730 -5.5719 0.4206 0.327
H 3.1007 -7.2634 0.9213 0.396
H 1.7933 -7.5701 2.9173 0.423
H 0.4249 -6.5229 3.2904 0.455
H 3.0593 -6.6284 4.4612 0.372
H 1.4726 -6.5589 5.2686 0.319
H 2.9992 -4.6509 5.4153 0.334
H 1.5050 -4.2337 5.4319 0.568
H 4.4042 -4.7602 3.4629 0.405
H 4.3934 -3.0018 3.7903 0.475
H 4.2451 -3.4665 2.1957 0.381
H 2.4780 -1.7086 2.9877 0.428
H 2.3356 -1.8299 4.7209 0.372
H 0.9715 -2.2803 3.6154 0.408
H 0.5962 -7.2449 0.7353 0.437
H 0.6900 -5.6923 -0.0937 0.428
H -0.2617 -6.2759 1.3566 0.365
C 0.3041 4.4542 -0.9284 -1.872
C 0.7082 4.7302 0.5199 1.527
C 0.3129 6.2777 0.8234 -1.263
C 0.2138 6.5322 2.3050 -0.693
C -0.7109 5.4936 3.0022 -1.240
C -0.2935 3.9696 2.8740 1.548
N -0.0782 3.7470 1.4428 0.310
O 0.1769 2.3662 1.0617 -0.505
C -1.3899 2.9908 3.5084 -1.803
C 0.9642 3.7719 3.7482 -1.744
C 2.3197 4.5463 0.6557 -1.689
H -0.7667 4.2772 -1.0292 0.434
H 0.9190 3.6926 -1.4080 0.403
H 0.5494 5.2841 -1.5911 0.422
H -0.6834 6.4590 0.4203 0.383
H 1.1652 6.8680 0.4868 0.456
H -0.0794 7.5520 2.5545 0.419
H 1.1852 6.6708 2.7798 0.373
H -1.6451 5.6415 2.4605 0.370
H -0.6436 5.7740 4.0533 0.487
H -1.2880 2.8321 4.5820 0.358
H -1.3424 2.0528 2.9553 0.510
H -2.3266 3.5462 3.5566 0.380
H 1.1842 2.7174 3.9146 0.387
H 0.9209 4.0780 4.7935 0.425
H 1.9050 4.1562 3.3541 0.352
H 2.7665 5.4781 1.0026 0.377
H 2.7989 4.4722 -0.3205 0.451
H 2.7686 3.7604 1.2630 0.349
C -1.6120 1.6498 -5.9130 -1.245
C -0.3000 0.9286 -6.0188 0.606
C 0.7372 1.6946 -6.8632 -1.325
O 0.3242 0.6227 -4.7387 -0.738
H -2.2782 1.1024 -5.2462 0.319
H -2.1568 1.5469 -6.8515 0.406
H -1.6007 2.7126 -5.6716 0.303
H -0.4680 -0.0601 -6.4459 0.087
H 0.1965 1.7440 -7.8084 0.362
H 1.7132 1.2251 -6.9856 0.333
H 0.8279 2.7379 -6.5610 0.325
C -3.8261 -3.3961 -5.1226 -1.193
C -3.0622 -4.1500 -4.0182 0.472
C -2.2164 -5.2540 -4.6399 -1.186
O -2.2773 -3.3365 -3.2009 -0.868
H -4.6175 -4.0269 -5.5274 0.381
H -3.1186 -3.0854 -5.8914 0.293
H -4.4548 -2.6378 -4.6558 0.290
H -3.7820 -4.6550 -3.3740 0.141
H -1.4390 -4.6962 -5.1619 0.316
H -2.7985 -5.8572 -5.3366 0.323
H -1.8498 -5.9203 -3.8590 0.274
C -6.4560 5.2378 -3.4261 -0.430
C -5.5591 5.4388 -2.4007 -0.576
C -5.0822 4.3284 -1.6772 -0.449
C -5.5504 3.0229 -2.1129 0.407
C -6.3388 2.8678 -3.2493 -0.277
C -6.6832 3.9961 -3.9269 -0.423
N -4.9334 1.8015 -1.6194 0.757
O -5.6132 0.8905 -1.1432 -0.532
O -3.6759 1.6521 -1.7425 -0.440
H -6.8107 6.0875 -3.9906 0.359
H -5.3344 6.4464 -2.0835 0.363
H -4.5514 4.1593 -0.7520 0.487
H -6.4048 1.9565 -3.8251 0.362
H -7.3057 3.8619 -4.7991 0.345
C -4.2399 -1.4809 6.3420 -0.321
C -3.0779 -2.1892 6.0471 -0.859
C -2.9016 -2.4704 4.7409 -0.089
C -3.7357 -2.0470 3.7709 0.156
C -4.9200 -1.3492 4.0661 -0.301
C -5.2057 -1.1311 5.3962 -0.605
N -3.4300 -2.5431 2.4605 0.852
O -3.5962 -3.6829 2.1720 -0.514
O -2.6972 -1.7566 1.7718 -0.501
H -4.3512 -1.0249 7.3146 0.358
H -2.3435 -2.4854 6.7815 0.410
H -2.0537 -3.0894 4.4873 0.475
H -5.6264 -1.0736 3.2971 0.479
H -6.1522 -0.6907 5.6730 0.403
C 8.2645 2.0169 -4.1917 -0.447
C 6.9409 1.7940 -4.6125 -0.398
C 6.0136 1.2947 -3.7327 -0.269
C 6.3900 0.9113 -2.4088 0.053
C 7.7162 0.9614 -2.0758 -0.361
C 8.6386 1.5032 -2.9374 -0.391
N 5.4420 0.3110 -1.5146 0.778
O 4.2147 0.3467 -1.8763 -0.477
O 5.7651 0.3161 -0.3199 -0.522
H 8.9559 2.5520 -4.8257 0.387
H 6.6679 2.1836 -5.5821 0.359
H 5.0405 1.1852 -4.1881 0.516
H 8.0498 0.5982 -1.1149 0.406
H 9.6172 1.6151 -2.4945 0.326
```

## Properties
Highest occupied orbital energy   -5.88 eV
Relative energy (zero: lowest compared OMol25 entry of this formula, charge and spin)   0.000 eV
LUMO level   -0.143 Eh

***

Record 2
This record from the OMol25 dataset describes a structure of composition C31H25N2O3P2STl. The level of theory is ωB97M-V/def2-TZVPD.

The geometry in XYZ format:
```
65
Properties=species:S:1:pos:R:3:nbo_charge:R:1
Tl -0.2107 -1.1348 -0.0391 0.788
N -0.0250 2.4244 -0.7693 -1.272
P 1.4708 1.6773 -0.4525 1.070
C 2.4273 3.0352 0.2805 -0.395
C 1.8057 4.0102 1.0552 -0.206
C 2.5587 5.0033 1.6632 -0.180
C 3.9358 5.0263 1.5078 -0.201
C 4.5631 4.0512 0.7431 -0.228
C 3.8133 3.0585 0.1329 -0.143
C 2.1932 1.6171 -2.1398 -0.385
C 2.3593 2.7557 -2.9290 -0.140
C 2.7982 2.6474 -4.2382 -0.230
C 3.0899 1.3967 -4.7735 -0.204
C 2.9468 0.2600 -3.9946 -0.202
C 2.4988 0.3735 -2.6833 -0.206
P -1.4927 1.7048 -0.3405 1.028
C -2.5093 3.1438 0.0809 -0.300
C -3.3236 3.8039 -0.8372 -0.230
C -4.0229 4.9377 -0.4496 -0.215
C -3.9071 5.4186 0.8490 -0.198
C -3.0958 4.7622 1.7647 -0.196
C -2.4042 3.6205 1.3856 -0.213
C -2.1853 1.1603 -1.9469 -0.394
C -3.4065 0.4829 -1.9418 -0.158
C -3.9392 -0.0204 -3.1176 -0.225
C -3.2475 0.1309 -4.3139 -0.212
C -2.0263 0.7871 -4.3257 -0.193
C -1.4967 1.3013 -3.1482 -0.223
H -0.0399 3.3660 -1.1459 0.407
H 0.7321 3.9812 1.2086 0.231
H 2.0651 5.7427 2.2806 0.220
H 4.5237 5.7958 1.9919 0.213
H 5.6393 4.0626 0.6233 0.212
H 4.3097 2.3035 -0.4676 0.204
H 2.1543 3.7358 -2.5098 0.208
H 2.9209 3.5373 -4.8433 0.217
H 3.4363 1.3137 -5.7964 0.216
H 3.1830 -0.7147 -4.4033 0.215
H 2.3901 -0.5169 -2.0744 0.211
H -3.4156 3.4356 -1.8530 0.222
H -4.6568 5.4482 -1.1642 0.215
H -4.4526 6.3055 1.1465 0.215
H -2.9951 5.1281 2.7788 0.225
H -1.7738 3.1211 2.1102 0.252
H -3.9474 0.3537 -1.0087 0.208
H -4.8912 -0.5364 -3.1017 0.216
H -3.6590 -0.2693 -5.2323 0.216
H -1.4795 0.9009 -5.2537 0.216
H -0.5365 1.8042 -3.1624 0.228
O -0.2337 3.4383 3.8924 -0.965
S 0.7554 2.3888 3.9601 2.289
O 2.1136 2.7991 4.1824 -0.934
N 0.6401 1.4056 2.6570 -0.853
C 0.3318 0.1801 3.0136 0.644
O 0.2559 -0.8253 2.2550 -0.819
C 0.0814 -0.0048 4.4850 -0.158
C -0.2850 -1.1547 5.1604 -0.166
C -0.4533 -1.0756 6.5372 -0.206
C -0.2527 0.1232 7.2176 -0.196
C 0.1223 1.2763 6.5366 -0.212
C 0.2763 1.1742 5.1704 -0.225
H -0.4319 -2.0825 4.6234 0.229
H -0.7419 -1.9586 7.0936 0.215
H -0.3883 0.1552 8.2911 0.217
H 0.2867 2.2126 7.0541 0.232
```

## Properties
Highest occupied orbital energy   -8.46 eV
Relative energy (zero: lowest compared OMol25 entry of this formula, charge and spin)   0.000 eV
LUMO level   -0.004 Eh

***

Record 3
This record from the OMol25 dataset describes a cluster of 2 separate species, C3H8NOS in total in a non-equilibrium geometry. The level of theory is ωB97M-V/def2-TZVPD.

The geometry in XYZ format:
```
14
Properties=species:S:1:pos:R:3:nbo_charge:R:1
O -1.3954 0.0844 -0.7915 -0.456
C -0.4822 0.2348 -1.5773 0.327
C 0.9332 0.2963 -1.2078 0.136
C 1.4050 0.5741 0.1175 -0.679
S 2.2687 -0.8790 0.7326 0.442
N -4.0351 0.5551 1.1774 -0.314
H -0.7008 0.3333 -2.6438 0.196
H 1.6607 0.1298 -2.0015 0.263
H 2.1810 1.3523 0.1295 0.347
H 0.6552 0.8970 0.8262 0.275
H 1.4062 -1.8130 0.2928 0.150
H -3.6529 1.4060 1.5965 0.427
H -5.0642 0.4371 1.2481 0.445
H -3.4216 -0.1448 0.7330 0.441
```

## Properties
Multiplicity   2
Highest occupied orbital energy (alpha / beta)   -17.89 / -18.67 eV
Relative energy (zero: lowest compared OMol25 entry of this formula, charge and spin)   2.058 eV
<S²>   1.0062
Charge   +2
LUMO level (alpha / beta)   -0.431 / -0.455 Eh

***

Record 4
This record from the OMol25 dataset describes a structure of composition C10H17I3N2O. The level of theory is ωB97M-V/def2-TZVPD.

The geometry in XYZ format:
```
33
Properties=species:S:1:pos:R:3:nbo_charge:R:1
C -0.3171 -3.2821 -0.4218 -0.614
C -0.7784 -2.2436 -1.4535 -0.405
C -1.4760 -1.0248 -0.8497 -0.211
N -0.8032 -0.5608 0.3663 -0.666
C -1.1481 0.8008 0.7618 -0.069
C -1.5692 0.8690 2.2304 -0.450
I -3.0416 -0.5033 2.8614 0.146
C -0.2379 0.7741 2.9803 0.656
O -0.0801 0.5118 4.1385 -0.563
N 0.7470 1.1028 2.0665 -0.623
C 0.1091 1.7084 0.8891 -0.085
C 0.9758 1.9152 -0.3437 -0.313
I 2.3468 3.5297 0.0310 0.086
C 1.6613 0.7045 -0.9682 -0.360
C 2.0639 0.9580 -2.4258 -0.646
I 3.3539 0.0106 0.1587 0.085
H 0.7236 -3.1349 -0.1417 0.220
H -0.9069 -3.2445 0.4968 0.198
H -0.4201 -4.2917 -0.8159 0.214
H -1.4624 -2.7161 -2.1590 0.208
H 0.0847 -1.9042 -2.0307 0.195
H -2.5397 -1.2415 -0.6755 0.180
H -1.4416 -0.2035 -1.5715 0.185
H -1.0310 -1.1957 1.1216 0.379
H -1.8788 1.2056 0.0596 0.211
H -1.9594 1.8613 2.4616 0.257
H 1.5351 1.5965 2.4685 0.416
H -0.2607 2.7022 1.1754 0.193
H 0.3193 2.3333 -1.1094 0.234
H 0.9636 -0.1206 -0.8883 0.273
H 3.1299 0.8434 -2.5977 0.235
H 1.5385 0.2673 -3.0866 0.220
H 1.7997 1.9729 -2.7285 0.214
```

## Properties
Highest occupied orbital energy   -9.08 eV
LUMO level   0.004 Eh

***

Record 5
This record from the OMol25 dataset describes a structure of composition H14LiO7 in a non-equilibrium geometry. The level of theory is ωB97M-V/def2-TZVPD.

The geometry in XYZ format:
```
22
Properties=species:S:1:pos:R:3:nbo_charge:R:1
Li 20.4064 -4.3113 -26.5870 0.861
O 22.0290 -3.5187 -27.8889 -0.951
H 22.0289 -2.5908 -27.6630 0.486
H 21.9729 -3.5709 -28.8274 0.491
O 19.9209 -4.2966 -23.0358 -0.978
H 20.0844 -4.3800 -23.9904 0.493
H 19.1949 -3.7493 -22.8458 0.466
O 19.0687 -3.6557 -28.0713 -0.962
H 19.2018 -3.9285 -28.9418 0.485
H 18.1166 -3.5294 -27.9483 0.500
O 18.6158 -4.7276 -25.3810 -0.963
H 18.0627 -5.4109 -25.0153 0.508
H 18.2836 -3.8647 -25.1330 0.479
O 20.0900 -6.2790 -27.1711 -0.956
H 20.0430 -6.4615 -28.1326 0.490
H 20.8566 -6.6751 -26.8180 0.492
O 20.2187 -2.5529 -25.5323 -0.962
H 19.5402 -2.0640 -25.9680 0.492
H 20.9625 -2.0045 -25.3850 0.497
O 21.5583 -5.0207 -24.9618 -0.977
H 21.6530 -5.5757 -24.1628 0.519
H 22.3966 -4.5970 -25.0400 0.492
```

## Properties
Highest occupied orbital energy   -13.80 eV
Relative energy (zero: lowest compared OMol25 entry of this formula, charge and spin)   0.547 eV
Charge   +1
LUMO level   -0.126 Eh

***

Record 6
This record from the OMol25 dataset describes a structure of composition C36H33BCrN8PS. The level of theory is ωB97M-V/def2-TZVPD.

The geometry in XYZ format:
```
81
Properties=species:S:1:pos:R:3:mulliken_charge:R:1
Cr -0.2426 -0.5483 -0.8819 -0.314
C -3.3561 2.7391 -1.3749 -2.194
C -2.1175 1.9245 -1.1637 0.277
N -2.1358 0.6929 -0.7969 2.105
N -3.3771 0.1998 -0.5343 -1.860
C -3.3717 -1.0475 -0.1432 0.459
N -4.5751 -1.5858 0.1627 -0.388
S -1.9771 -2.0513 -0.0204 -0.280
C -0.7897 2.5262 -1.2954 0.477
C -0.6199 3.8828 -1.5462 -1.126
C 0.6587 4.4125 -1.5925 -1.112
C 1.7317 3.5726 -1.3621 -1.383
C 1.4801 2.2340 -1.1147 -0.520
N 0.2552 1.7061 -1.0980 2.034
H -4.1889 2.0852 -1.6112 0.472
H -3.2153 3.4560 -2.1821 0.533
H -3.6191 3.2868 -0.4652 0.278
H -5.3573 -0.9598 0.2532 0.247
H -4.6055 -2.4806 0.6142 0.249
H -1.4792 4.5177 -1.6998 0.441
H 0.8076 5.4647 -1.7968 0.437
H 2.7524 3.9279 -1.3649 0.601
H 2.3025 1.5653 -0.9153 0.402
C -3.9060 1.0186 3.5329 -0.578
C -3.1451 1.9942 2.9045 -1.041
C -1.9250 1.6675 2.3343 -0.068
C -1.4333 0.3644 2.3908 0.698
C -2.2116 -0.6109 3.0144 -0.602
C -3.4357 -0.2846 3.5835 -0.868
P 0.0770 -0.1268 1.4962 2.988
C 1.4069 1.0095 2.0799 1.024
C 1.3019 2.3925 1.9114 -0.042
C 2.3314 3.2432 2.2837 -0.895
C 3.5075 2.7301 2.8105 -0.665
C 3.6420 1.3586 2.9546 -0.841
C 2.6032 0.5095 2.5969 -0.592
C 0.5851 -1.7381 2.1300 -0.883
C 0.7630 -2.0479 3.4531 0.277
C 1.2467 -3.3194 3.8204 -0.997
C 1.5468 -4.2422 2.8556 -0.921
C 1.3628 -3.9581 1.4809 1.278
C 1.6437 -4.9073 0.4694 -1.064
C 1.4058 -4.5892 -0.8374 -1.118
C 0.8820 -3.3261 -1.1948 -0.395
C 0.6034 -2.3592 -0.2609 0.562
C 0.8595 -2.6861 1.1063 -0.258
H -4.8604 1.2725 3.9764 0.393
H -3.5041 3.0140 2.8469 0.452
H -1.3758 2.4491 1.8295 0.128
H -1.8741 -1.6381 3.0390 0.336
H -4.0205 -1.0585 4.0646 0.437
H 0.4218 2.8293 1.4602 -0.340
H 2.2139 4.3113 2.1489 0.460
H 4.3136 3.3930 3.0974 0.390
H 4.5578 0.9383 3.3505 0.438
H 2.7367 -0.5556 2.7194 0.309
H 0.5466 -1.3109 4.2186 0.552
H 1.3856 -3.5584 4.8670 0.394
H 1.9261 -5.2187 3.1354 0.425
H 2.0363 -5.8776 0.7494 0.406
H 1.6136 -5.3121 -1.6173 0.430
H 0.7015 -3.1289 -2.2461 0.373
B 1.0003 0.4835 -3.9346 0.041
N -0.1338 -0.5712 -3.9623 -0.109
C -0.7005 -1.0883 -5.0545 -0.181
C -1.7793 -1.8653 -4.6718 -1.310
C -1.8028 -1.7561 -3.2859 -0.461
N -0.8046 -0.9740 -2.8586 0.883
N 2.0632 -0.0090 -2.9043 -0.638
C 3.3927 0.0493 -3.0431 -0.244
C 3.9810 -0.4216 -1.8834 -1.263
C 2.9033 -0.7632 -1.0707 -0.625
N 1.7509 -0.4948 -1.6891 1.142
H 1.5231 0.5058 -5.0241 -0.171
H 0.5651 1.5707 -3.6272 -0.170
H -0.2939 -0.8616 -6.0258 0.444
H -2.4448 -2.4297 -5.3009 0.426
H -2.4607 -2.2211 -2.5724 0.490
H 3.8199 0.4010 -3.9673 0.451
H 5.0303 -0.5249 -1.6692 0.466
H 2.8998 -1.1912 -0.0817 0.413
```

## Properties
Multiplicity   2
Highest occupied orbital energy (alpha / beta)   -7.44 / -7.26 eV
Relative energy (zero: lowest compared OMol25 entry of this formula, charge and spin)   0.000 eV
<S²>   1.2305
LUMO level (alpha / beta)   -0.002 / -0.005 Eh

***

Record 7
This record from the OMol25 dataset describes an isolated molecule of C2H2ClF3 in a non-equilibrium geometry. The level of theory is ωB97M-V/def2-TZVPD.

The geometry in XYZ format:
```
8
Properties=species:S:1:pos:R:3:nbo_charge:R:1
C 0.7482 -0.0922 -0.2567 -0.011
C -0.6402 0.1291 0.2554 0.620
H 0.7417 -0.2170 -1.3364 0.192
H 1.3479 0.8402 -0.0169 0.186
F 1.3642 -1.1127 0.3180 -0.328
F -1.1080 1.1290 -0.5810 -0.338
F -0.7159 0.5565 1.5162 -0.304
Cl -1.7380 -1.2328 0.1013 -0.017
```

## Properties
SMILES   FCC(F)(F)Cl
Highest occupied orbital energy   -12.01 eV
Relative energy (zero: lowest compared OMol25 entry of this formula, charge and spin)   0.559 eV
LUMO level   0.030 Eh

***

Record 8
This record from the OMol25 dataset describes a cluster of 2 separate species, C11H23N2O2 in total in a non-equilibrium geometry. The level of theory is ωB97M-V/def2-TZVPD.

The geometry in XYZ format:
```
38
Properties=species:S:1:pos:R:3:nbo_charge:R:1
C 1.5679 1.0184 -0.7796 0.913
C -0.6167 0.6057 0.6634 -0.086
C -1.4511 2.3136 2.1290 0.569
C -2.5540 3.3175 2.0765 -0.680
C -0.2863 2.2561 3.1040 -0.735
C 2.1034 -2.2844 -0.3442 -0.600
C 1.1439 -1.7594 -2.7447 -0.614
C 3.4369 -1.1134 -2.0411 -0.629
C -2.1098 -1.4010 0.8397 -0.408
C -1.9541 -0.0735 -1.2154 -0.424
C 1.9917 -1.3736 -1.5428 0.113
N 1.3521 -0.1143 -1.1018 -0.662
N -1.2356 -0.5454 -0.0481 -0.402
O 1.7420 2.0856 -0.4025 -0.501
O -1.5536 1.4406 1.2344 -0.375
H -0.0722 0.3077 1.4909 0.148
H -3.2478 3.4278 2.8726 0.259
H -3.1652 2.9157 1.1707 0.237
H -2.1242 4.2367 1.8428 0.252
H 0.6776 2.3334 2.6189 0.268
H -0.2856 1.3672 3.7170 0.257
H -0.3065 3.1501 3.7498 0.256
H 2.4613 -1.7795 0.5789 0.231
H 1.0851 -2.6472 -0.0518 0.182
H 2.6796 -3.1105 -0.5075 0.229
H 0.0596 -1.9091 -2.5662 0.198
H 1.4661 -2.8839 -3.0187 0.226
H 1.2839 -1.1083 -3.6530 0.243
H 4.0602 -2.0428 -2.1546 0.241
H 3.2922 -0.4173 -2.8759 0.223
H 4.0957 -0.5929 -1.2715 0.224
H -1.4276 -2.0672 1.4766 0.235
H -2.5526 -0.6667 1.4018 0.211
H -2.8329 -1.9865 0.2355 0.229
H -2.6434 0.8191 -0.9607 0.237
H -1.0953 0.2268 -1.8247 0.246
H -2.5113 -0.9601 -1.5998 0.219
H -0.4737 -0.9849 -0.4978 0.470
```

## Properties
Highest occupied orbital energy (alpha / beta)   -11.36 / -11.36 eV
Relative energy (zero: lowest compared OMol25 entry of this formula, charge and spin)   4.102 eV
Charge   +1
LUMO level (alpha / beta)   -0.119 / -0.119 Eh